A 13-piece molecular cluster, C39H71BBr24F5N2O3 overall. Source: the Open Molecules 2025 dataset; level of theory: ωB97M-V/def2-TZVPD.

```
145
Properties=species:S:1:pos:R:3:forces:R:3
C 3.539122 5.421792 -8.455723 -0.92 -0.89 0.74
H 2.049598 5.084409 0.816968 0.30 1.17 -2.35
Br -3.961205 7.592081 0.236829 0.00 0.06 -0.10
H -3.307920 3.516865 -1.317149 1.68 0.78 1.22
H 3.446751 6.427602 -5.588008 -2.22 -0.99 -0.95
H 5.137378 -10.539311 8.701181 -0.11 0.07 -0.17
C -1.227712 1.474378 -0.431238 -1.19 -0.95 0.34
C -1.515567 3.418686 -5.339293 0.93 1.46 2.96
H -6.099591 -2.765732 -4.552768 -0.01 0.05 -0.24
O 2.173504 4.726281 -1.285787 -2.25 2.54 -2.69
H -6.339959 -1.137138 0.594822 -0.01 0.27 0.14
C 1.012149 10.756404 -6.891746 -0.27 -0.03 0.10
H -0.513082 -7.206457 9.915033 0.09 -0.25 -0.16
H 2.642624 0.633694 -11.893443 -0.13 0.09 0.17
H -6.265766 -1.319381 -5.580842 0.01 -0.30 -0.08
H -1.042754 -7.633995 8.267872 0.10 -0.08 0.11
C 0.828131 -8.547070 8.821773 0.26 0.14 0.08
H -3.148003 -1.567840 -1.840470 -0.07 -0.15 0.04
Br -5.556176 -2.121444 -1.891691 0.06 -0.01 0.13
C 2.161497 4.444368 -5.540545 1.24 0.27 -2.01
C 2.270108 5.698246 -0.179522 1.18 0.37 2.23
H 3.793415 -4.089479 8.171392 -0.05 -0.26 -0.18
C 1.123697 1.751402 -10.850618 -0.11 -0.23 -0.01
O 3.635539 5.801482 -9.879125 -0.55 1.04 1.89
H -5.049085 -9.850063 6.837639 -0.06 0.09 0.17
H -4.348109 5.694799 -1.990513 -0.13 0.26 0.05
Br 1.900867 -8.825197 10.427823 -0.14 -0.22 -0.08
Br -7.064478 -2.313526 -8.242451 0.06 -0.11 0.06
H 9.464866 -6.442249 11.984251 -0.24 -0.04 -0.20
H 3.741909 7.526387 -0.029899 0.10 -2.65 -0.04
Br -3.397777 7.517525 -3.412303 0.08 -0.15 0.07
H 0.778279 2.454365 -11.613707 0.20 -0.15 0.20
Br 9.101093 -8.606716 10.788549 0.03 0.12 0.05
C -5.251789 7.535889 -1.225619 -0.12 -0.10 0.25
Br -4.123798 -2.530614 -6.018839 -0.04 0.11 0.06
H 0.881205 -0.452093 3.077949 0.10 -0.29 -0.02
C 3.740486 -5.342104 6.376306 0.06 0.17 -0.25
H 2.242008 3.832497 -6.563809 -0.65 1.05 2.53
Br 5.567138 -4.823233 5.929341 -0.13 -0.13 0.04
C 2.293228 6.137748 -7.646069 -0.71 -0.27 -0.05
H 2.358680 -5.136864 8.017156 0.16 0.02 -0.08
Br 1.820098 9.412700 -5.730195 0.02 0.22 0.03
H -1.679830 5.937907 -1.273046 0.82 -2.31 -0.20
H -3.185555 3.562755 -3.489612 2.45 0.35 -0.70
H 4.168831 6.065337 1.088073 -0.53 0.36 -2.23
H -1.384143 3.113364 1.296841 -0.62 -1.11 -2.01
C -2.079199 3.767072 -3.804621 5.48 1.17 -1.45
H -7.057197 -8.484911 7.823909 0.25 -0.16 0.09
C 3.992160 -10.434192 6.878731 -0.19 0.00 0.16
H 1.393041 -7.824788 8.225879 -0.09 -0.08 0.06
H -6.877501 -10.151077 8.430607 0.14 0.14 -0.06
Br 3.703086 2.828831 -11.488395 -0.10 -0.14 0.19
C -6.017606 -2.384344 -5.574137 0.00 -0.18 0.20
F -1.635903 0.194343 0.260181 2.36 3.38 -2.62
Br 0.875608 2.620353 -9.121734 -0.11 0.06 0.01
Br 3.145802 10.997132 -8.791446 -0.11 -0.18 0.03
H -3.610924 -2.435444 -0.354048 -0.01 -0.08 -0.28
C -4.772538 6.639022 -2.342759 -0.14 0.07 -0.27
C 0.582054 4.668390 -3.506778 -4.54 -2.33 -1.29
H 1.285418 5.571027 -7.937584 2.11 1.21 0.47
H 2.128815 7.263491 -7.973131 0.63 -2.24 0.79
H -6.455936 -4.198698 -6.718774 -0.03 0.30 0.11
C -3.176059 -3.708441 -2.080803 0.13 -0.24 0.10
H -2.299179 2.917753 -6.076342 2.26 1.25 1.46
Br 6.807637 -9.904427 6.994012 -0.13 0.11 0.05
H 4.529641 5.959729 -0.844715 -1.72 0.75 2.09
O 2.338485 6.698732 -2.854832 -3.00 -2.09 1.16
H -6.168196 7.140009 -0.779093 0.16 0.03 -0.14
N 0.749842 4.236214 -4.941213 -0.34 0.78 2.82
C 8.574838 -6.876836 11.520829 -0.10 -0.22 0.11
C 0.935073 -1.483695 2.719241 -0.12 -0.15 -0.25
Br -7.136643 1.086272 -0.222914 0.09 -0.09 0.00
Br -1.702388 -9.404103 9.861611 0.09 0.12 0.05
H 0.794976 -9.503257 8.291698 -0.12 0.26 0.14
H -0.062655 10.683501 -6.703632 0.19 0.01 -0.09
C -5.607717 0.302511 2.072167 0.11 -0.15 0.12
C -1.297919 4.807024 -1.256727 -0.39 0.78 -0.12
F 0.877660 0.152187 0.078480 -1.26 4.74 -1.60
Br -4.318846 -7.530161 7.275903 0.06 -0.09 0.09
H 2.988864 0.838510 -10.156366 -0.22 0.13 -0.20
H -4.288867 -9.737954 8.446606 -0.24 0.17 -0.11
H -2.085270 -3.760690 -2.022877 -0.19 0.10 0.01
B 1.712329 5.367296 -2.534219 2.81 1.29 1.85
C 0.410946 1.512402 -0.382936 3.55 -1.60 -0.02
Br 9.331070 -5.237693 9.293234 -0.12 -0.09 0.00
C -0.915334 4.423986 -2.798741 -0.28 -1.46 -3.78
H 3.631829 -6.395304 6.102919 0.06 0.26 0.22
C -3.683281 -2.435356 -1.445167 0.13 0.15 -0.14
H 7.842073 -7.108835 12.298391 0.08 0.09 -0.16
H 1.479560 6.562470 -0.216357 1.38 -1.70 -0.28
Br -0.785115 -2.314618 3.114446 0.04 0.12 0.01
H -7.586485 -0.444999 1.664213 0.18 0.07 -0.05
H 4.308865 -11.334765 6.345400 0.00 0.28 0.14
H -0.401800 4.792227 -0.495149 -1.42 -0.12 -1.91
H -5.585373 6.428304 -3.042952 0.09 0.07 0.16
H 3.405414 6.770200 -10.003145 0.50 -1.68 0.56
Br -3.841186 0.293199 1.243435 -1.80 -0.77 0.84
Br -6.322522 -8.530753 10.212445 -0.03 0.03 -0.15
H 0.456290 0.885623 -10.831496 0.14 0.13 0.02
Br 2.210423 -1.952718 5.243990 -0.05 -0.06 -0.07
H -3.487271 -3.829140 -3.122412 0.05 0.14 0.27
Br 4.241432 -6.407664 8.990593 0.01 0.30 -0.01
H -7.883779 -3.305935 -6.132679 0.22 0.05 0.01
C -1.976559 2.683492 0.384480 -1.29 0.52 -0.69
C -2.500697 3.927680 -0.580241 -0.08 -0.04 0.94
H 1.210495 9.425061 -8.617867 -0.03 0.26 0.17
H 3.062338 -10.642626 7.414791 0.18 0.05 -0.02
H -3.078765 4.665536 0.159195 1.31 -1.62 -1.63
H 1.372081 11.730886 -6.549394 -0.03 -0.27 -0.18
H 1.977176 -3.351854 3.186368 -0.07 0.31 -0.02
C 7.961265 -5.997081 10.457056 0.02 0.26 -0.02
H 3.014589 4.020908 -4.863268 -2.01 0.88 -0.80
H 4.847814 -8.869001 8.148470 -0.03 -0.36 -0.20
N -0.138413 3.690736 -5.821474 -3.65 -0.15 3.75
H 4.531417 5.542460 -7.846508 -1.63 0.17 -1.35
C -6.401726 -9.168529 8.370535 -0.10 -0.12 0.21
C 3.433484 -5.063962 7.829042 -0.13 -0.05 0.03
H 1.005111 -1.481286 1.628159 0.05 -0.07 0.30
H 0.684292 11.085525 -8.995292 0.06 -0.10 0.18
C 2.407695 6.028840 -6.005681 -0.12 0.06 0.00
H 7.464234 -5.134303 10.909249 0.08 -0.19 -0.02
C -0.538268 -8.002092 9.165297 -0.24 -0.05 -0.19
C -6.656664 -0.236566 1.128154 -0.27 0.05 0.13
C 1.319150 10.478260 -8.344481 0.13 0.23 -0.20
H -5.801009 1.328626 2.397894 -0.05 -0.28 -0.13
H -5.422030 8.569687 -1.539704 0.10 -0.31 0.00
C 2.556997 1.314107 -11.041616 0.26 0.06 -0.29
Br -3.808718 -5.280545 -1.113461 -0.02 0.11 -0.12
C -6.865344 -3.204509 -6.517919 -0.23 0.08 -0.14
H 1.569054 6.690913 -5.521730 1.66 -1.34 -0.95
C -5.019434 -9.282491 7.771924 0.02 -0.05 -0.25
H -2.973213 2.208272 0.838553 2.53 1.15 -1.20
F 0.989515 2.491360 0.566393 -2.18 -3.22 -3.28
H 1.763520 7.445242 -2.513017 1.00 -1.06 -0.73
H 7.251991 -6.523755 9.812141 0.23 0.07 0.20
C 2.073837 -2.271035 3.323693 0.25 0.10 0.10
C 3.791200 6.335881 0.014446 -0.31 0.56 -0.27
F -1.646546 1.315669 -1.844073 1.19 0.57 4.08
H 3.105627 -4.734839 5.725495 0.06 -0.05 0.22
Br 3.512182 -9.111354 5.527664 0.00 -0.13 -0.06
F 1.065040 1.725457 -1.705573 -2.42 -0.47 4.52
H 3.032102 -1.940524 2.913332 -0.20 -0.03 0.03
H -5.511446 -0.341684 2.950603 -0.08 0.08 -0.16
H 3.295078 4.253085 -8.450897 0.67 2.51 -0.25
C 5.041106 -9.895116 7.822745 0.26 -0.15 0.12
```
Positions in Å, forces in eV/Å.

* relative energy (zero: lowest compared OMol25 entry of this formula, charge and spin): 272.6 kcal per mole
* HOMO: -10.62 eV
* orbital gap: 5.8 eV
* net charge: +1